i.
Formula: H3NO3Si
Source: OMol25
Level of theory: wB97M-V/def2-TZVPD

Output
- LUMO level: -0.009 hartree
- HOMO-LUMO gap: 0.37563 Ha
- SMILES string: O=[SiH2].O=NO
- E_HOMO: -10.467 eV
- 2S+1: 1

XYZ file:
```
8
Properties=species:S:1:pos:R:3:mulliken_charge:R:1
N 0.719 -0.924 1.370 0.174
O 1.400 -0.197 0.625 -0.300
O -0.237 -0.259 2.085 -0.304
O -1.005 -0.671 -1.192 -0.423
Si -0.346 0.606 -1.656 0.579
H -0.630 -1.032 2.573 0.428
H -0.913 1.739 -2.408 -0.081
H 1.013 0.737 -1.398 -0.073
```



ii.
Formula: H3NO3Si
Source: OMol25
Level of theory: wB97M-V/def2-TZVPD

Output
- LUMO level: -0.035 hartree
- HOMO-LUMO gap: 0.32229 Ha
- SMILES string: O=[SiH2].O=NO
- E_HOMO: -9.733 eV
- 2S+1: 1

XYZ file:
```
8
Properties=species:S:1:pos:R:3:mulliken_charge:R:1
N 1.064 -1.482 0.404 0.257
O 1.970 -2.262 0.442 -0.400
O -0.176 -2.040 0.378 -0.325
O -1.129 0.434 0.082 -0.437
Si -0.507 1.733 -0.372 0.461
H -0.778 -1.259 0.303 0.546
H -0.852 3.001 0.251 -0.055
H 0.407 1.875 -1.487 -0.048
```



Which of them is the least stable? Correct choice: i.



i.
Formula: C3H3N3O3
Source: OMol25
Level of theory: wB97M-V/def2-TZVPD

Output
- LUMO level: 0.005 hartree
- HOMO-LUMO gap: 0.38477 Ha
- SMILES string: [H]/N=C1\N=CONC(=O)O1
- E_HOMO: -10.326 eV
- 2S+1: 1

XYZ file:
```
12
Properties=species:S:1:pos:R:3:mulliken_charge:R:1
C -0.805 -1.000 -0.150 0.743
C 1.499 -0.520 -0.155 0.551
C -0.849 1.164 -0.480 0.112
H -2.044 -1.675 0.923 0.254
H 1.721 1.299 0.973 0.210
H -1.212 2.086 -0.829 0.401
N -1.241 -1.921 0.538 -0.614
N 1.122 0.799 0.558 -0.225
N -1.506 0.107 -0.506 -0.426
O 0.495 -1.211 -0.628 -0.339
O 2.589 -0.955 -0.313 -0.453
O 0.233 1.827 0.069 -0.213
```



ii.
Formula: C3H3N3O3
Source: OMol25
Level of theory: wB97M-V/def2-TZVPD

Output
- LUMO level: -0.049 hartree
- HOMO-LUMO gap: 0.32699 Ha
- E_HOMO: -10.221 eV
- 2S+1: 1

XYZ file:
```
12
Properties=species:S:1:pos:R:3:mulliken_charge:R:1
C 1.882 0.650 0.040 0.474
C 1.118 -0.724 -0.060 0.526
C -0.299 0.906 0.027 0.561
N 0.737 1.566 0.066 -0.466
N -0.260 -0.477 -0.102 0.408
N -1.268 -1.426 -0.013 -0.838
O 3.044 0.950 0.183 -0.439
O 1.516 -1.848 0.027 -0.511
O -1.897 1.756 -0.050 -0.561
H -1.031 -2.286 0.455 0.277
H -1.873 2.680 0.337 0.319
H -1.669 -1.747 -0.909 0.250
```



iii.
Formula: C3H3N3O3
Source: OMol25
Level of theory: wB97M-V/def2-TZVPD

Output
- LUMO level: 0.003 hartree
- HOMO-LUMO gap: 0.35836 Ha
- SMILES string: O=C=N/N=C\[C@H]1ON1O
- E_HOMO: -9.675 eV
- 2S+1: 1

XYZ file:
```
12
Properties=species:S:1:pos:R:3:mulliken_charge:R:1
C -1.052 -0.400 0.294 0.315
C -0.232 -1.595 0.064 -0.204
C 2.419 0.407 -0.072 0.571
N 1.019 -1.675 -0.031 -0.541
N 1.772 -0.566 0.191 0.068
N -0.662 0.820 -0.257 -0.091
O -1.651 1.733 -0.420 -0.438
O -0.485 0.518 1.104 -0.337
O 2.986 1.440 -0.268 -0.510
H -2.044 -0.682 0.435 0.478
H -0.853 -2.517 -0.140 0.308
H -1.218 2.517 -0.901 0.380
```



Which of them is the least stable? Correct choice: iii.



i.
Formula: C5H7NS2
Source: OMol25
Level of theory: wB97M-V/def2-TZVPD

Output
- LUMO level (alpha / beta): -0.007 / -0.007 hartree
- HOMO-LUMO gap (alpha / beta): 0.26214 / 0.26211 Ha
- SMILES string: Cc1s[nH]c(=S)c1C
- E_HOMO (alpha / beta): -7.335 / -7.335 eV
- 2S+1: 1

XYZ file:
```
15
Properties=species:S:1:pos:R:3:mulliken_charge:R:1
C 0.381 0.490 0.096 0.314
C -0.414 -0.952 -0.068 0.445
C 1.788 0.206 -0.066 -0.122
C -0.288 1.736 0.163 -1.122
C -1.871 -0.980 -0.035 -0.946
N 1.982 -1.174 -0.100 -0.116
S 3.126 1.181 0.177 -0.402
S 0.708 -2.163 -0.093 -0.013
H -1.001 1.731 -0.698 0.292
H 0.429 2.604 -0.065 0.335
H -0.924 1.836 1.157 0.234
H -2.244 -1.905 -0.687 0.324
H -2.338 0.014 -0.361 0.266
H -2.142 -1.135 1.040 0.275
H 2.809 -1.490 -0.459 0.237
```



ii.
Formula: C5H7NS2
Source: OMol25
Level of theory: wB97M-V/def2-TZVPD

Output
- LUMO level: -0.040 hartree
- HOMO-LUMO gap: 0.26173 Ha
- SMILES string: C/C=C/S/N=C\C=S
- E_HOMO: -8.213 eV
- 2S+1: 1

XYZ file:
```
15
Properties=species:S:1:pos:R:3:mulliken_charge:R:1
C 0.843 0.749 2.676 0.032
C 0.143 1.041 3.916 -0.261
C -0.732 -0.742 -1.907 0.057
C 0.047 -0.137 -0.983 -0.273
C -0.294 -0.801 -3.305 -1.275
N 0.572 0.301 1.510 -0.282
S -1.258 0.555 4.571 -0.222
S -0.655 -0.206 0.654 0.006
H 1.822 1.056 2.688 0.353
H 0.770 1.744 4.384 0.264
H -1.665 -1.290 -1.669 0.280
H 0.862 0.473 -1.357 0.331
H -1.061 -0.806 -4.046 0.351
H 0.390 -0.116 -3.664 0.393
H 0.217 -1.821 -3.468 0.247
```



Which of them is the least stable? Correct choice: ii.



i.
Formula: C5H7NS2
Source: OMol25
Level of theory: wB97M-V/def2-TZVPD

Output
- LUMO level: -0.030 hartree
- HOMO-LUMO gap: 0.27155 Ha
- E_HOMO: -8.217 eV
- 2S+1: 1

XYZ file:
```
15
Properties=species:S:1:pos:R:3:mulliken_charge:R:1
C 1.798 0.140 -0.098 -0.505
C 0.297 0.058 -0.009 0.016
C -0.530 -1.015 0.119 -0.131
C -1.882 -0.675 0.049 -0.303
C -0.755 1.276 -0.170 -0.294
H 3.482 -1.504 1.588 0.141
H 1.865 0.492 -1.268 0.202
H 2.314 0.965 0.508 0.346
H -0.163 -2.074 0.310 0.365
H -2.848 1.141 -0.049 0.298
H -0.591 1.408 -1.450 0.235
H -0.552 2.323 0.527 0.301
N -1.928 0.603 0.240 -0.127
S 2.747 -1.462 -0.154 -0.218
S -3.255 -1.674 -0.142 -0.327
```



ii.
Formula: C5H7NS2
Source: OMol25
Level of theory: wB97M-V/def2-TZVPD

Output
- LUMO level: 0.027 hartree
- HOMO-LUMO gap: 0.34364 Ha
- E_HOMO: -8.624 eV
- 2S+1: 1

XYZ file:
```
15
Properties=species:S:1:pos:R:3:mulliken_charge:R:1
C -0.519 -0.403 0.052 0.565
C -0.744 1.059 0.460 -0.807
C 0.578 1.439 -0.227 -0.682
C 0.558 0.119 -0.978 -0.137
C 0.273 -1.231 1.015 -0.372
H -1.302 -2.337 -1.027 0.146
H -0.923 1.250 1.529 0.287
H -1.617 1.480 -0.039 0.365
H 0.601 2.468 -0.661 0.336
H 1.402 1.466 0.491 0.239
H 0.371 0.233 -2.048 0.394
H -0.156 -1.651 1.939 0.398
N 1.454 -1.613 0.756 -0.436
S -1.981 -1.274 -0.574 -0.249
S 2.005 -1.006 -0.690 -0.047
```



Which of them is the least stable? Correct choice: i.



i.
Formula: C8H12N
Source: OMol25
Level of theory: wB97M-V/def2-TZVPD

Output
- Charge: +1
- LUMO level: -0.119 hartree
- HOMO-LUMO gap: 0.38895 Ha
- SMILES string: CC1=C[C@]23CC[C@H]2[NH2+][C@H]13
- E_HOMO: -13.812 eV
- 2S+1: 1

XYZ file:
```
21
Properties=species:S:1:pos:R:3:mulliken_charge:R:1
C 0.811 -1.423 -0.526 -0.776
C 1.567 -0.459 0.020 -0.018
C -2.415 0.086 0.016 -0.767
C -1.823 -1.263 0.414 -0.533
C 0.410 0.215 0.685 -0.137
C -1.145 0.457 -0.809 -0.479
C -0.491 -0.764 -0.069 0.927
C 2.961 0.052 -0.025 -1.374
N -0.175 1.424 -0.116 -0.214
H 0.953 -2.193 -1.273 0.434
H -3.194 0.027 -0.666 0.341
H -2.810 0.871 0.690 0.355
H -1.929 -1.731 1.449 0.276
H -2.233 -2.191 -0.209 0.289
H 0.378 0.588 1.751 0.468
H -1.243 0.632 -1.844 0.429
H 3.183 0.936 -0.487 0.372
H 3.775 -0.491 -0.458 0.388
H 3.077 0.284 1.041 0.361
H -0.447 2.312 0.287 0.314
H 0.641 1.753 -0.670 0.344
```



ii.
Formula: C8H12N
Source: OMol25
Level of theory: wB97M-V/def2-TZVPD

Output
- Charge: +1
- LUMO level: -0.214 hartree
- HOMO-LUMO gap: 0.27179 Ha
- E_HOMO: -13.207 eV
- 2S+1: 1

XYZ file:
```
21
Properties=species:S:1:pos:R:3:mulliken_charge:R:1
C 0.910 -0.408 -0.208 0.475
C -1.167 -0.237 1.428 -0.886
C -2.853 0.463 -0.477 -0.812
C -0.575 -0.787 -0.086 0.031
C -1.816 0.892 0.696 -0.049
C -1.428 0.330 -0.557 0.267
C 1.827 -1.338 0.501 -1.272
C 2.298 1.293 -1.326 -0.682
N 1.059 0.619 -0.938 -0.353
H -1.900 -1.001 1.859 0.320
H -0.324 -0.240 2.098 0.425
H -3.444 -0.438 -0.442 0.254
H -3.410 1.233 -0.908 0.338
H -0.825 -1.782 -0.373 0.623
H -2.053 1.905 0.994 0.451
H 1.779 -2.232 -0.129 0.322
H 1.479 -1.604 1.519 0.335
H 2.832 -0.958 0.510 0.414
H 3.030 0.589 -0.924 0.239
H 2.405 2.254 -0.825 0.289
H 2.173 1.447 -2.411 0.272
```



Which of them is the least stable? Correct choice: ii.



i.
Formula: C2H3N3O
Source: OMol25
Level of theory: wB97M-V/def2-TZVPD

Output
- LUMO level (alpha / beta): 0.002 / -0.078 hartree
- HOMO-LUMO gap (alpha / beta): 0.24873 / 0.29410 Ha
- E_HOMO (alpha / beta): -6.702 / -10.124 eV
- 2S+1: 3

XYZ file:
```
9
Properties=species:S:1:pos:R:3:lowdin_spin:R:1
C -1.599 0.130 0.108 0.024
C 1.158 0.252 0.024 0.629
N -0.913 1.296 -0.120 0.475
N 0.384 1.187 -0.172 0.260
N -1.170 -1.059 0.235 0.314
O 2.322 -0.260 0.183 0.229
H -2.633 0.429 0.286 0.002
H -0.200 -1.175 0.126 0.041
H 2.652 -0.799 -0.670 0.026
```



ii.
Formula: C2H3N3O
Source: OMol25
Level of theory: wB97M-V/def2-TZVPD

Output
- LUMO level (alpha / beta): 0.027 / -0.034 hartree
- HOMO-LUMO gap (alpha / beta): 0.20889 / 0.32641 Ha
- E_HOMO (alpha / beta): -4.960 / -9.820 eV
- 2S+1: 3

XYZ file:
```
9
Properties=species:S:1:pos:R:3:lowdin_spin:R:1
C -0.573 0.249 0.052 0.278
C 1.980 0.140 -0.080 0.405
N -0.661 -0.968 0.111 0.241
N 0.959 0.896 0.098 0.143
N 0.278 -1.766 -0.075 0.570
O 3.029 -0.341 -0.016 0.291
H -1.278 0.893 -0.291 0.017
H 0.997 1.719 -0.452 0.037
H 0.162 -2.533 0.577 0.018
```



Which of them is the least stable? Correct choice: ii.